ORCA calculation (wB97M-V/def2-TZVPD) on an isolated molecule of C21H28N4O2S at a distorted geometry.

XYZ file:
```
56
C21H28N4O2S wB97M-V/def2-TZVPD
C 1.90023 1.64134 7.64493
C 1.50737 1.33193 6.23226
C 0.74579 2.22856 5.49464
C 0.39806 1.95437 4.18420
C 0.81088 0.77843 3.57471
C 1.57437 -0.12026 4.30927
C 1.91443 0.15243 5.62027
H 2.50789 -0.55823 6.17811
H 1.89240 -1.04016 3.84260
C 0.45561 0.47380 2.14571
N 0.03286 -0.91298 2.00086
C -1.25092 -1.14590 2.62489
C -1.49668 -2.64696 2.65288
N -1.47746 -3.13202 1.29406
C -0.79186 -2.56143 0.29752
O -0.83970 -3.00689 -0.84149
C 0.06174 -1.34062 0.61254
C 1.51902 -1.66112 0.19281
C 1.84950 -0.96329 -1.12190
O 2.57077 0.01067 -1.18685
N 1.24839 -1.53882 -2.18092
H 0.56873 -2.27126 -1.99861
C 1.23428 -0.92474 -3.48470
C -0.11069 -0.36446 -3.84233
C -1.30247 -0.68945 -3.27222
S -2.58156 0.20900 -3.99344
C -1.38986 0.96951 -5.03936
N -0.19273 0.56491 -4.83187
C -1.80680 1.94942 -6.08143
C -2.27897 1.18575 -7.32411
H -1.46366 0.58769 -7.72419
H -2.60794 1.88534 -8.08848
H -3.10755 0.52583 -7.07587
C -0.65100 2.88615 -6.42293
H 0.19511 2.30990 -6.78533
H -0.95716 3.59372 -7.18953
H -0.33515 3.43722 -5.54120
H -2.64978 2.53033 -5.69026
H -1.51099 -1.39781 -2.49602
H 1.96673 -0.11221 -3.47883
H 1.53412 -1.65747 -4.24404
H 2.19866 -1.30425 0.96511
H 1.65313 -2.73786 0.08230
H -0.32855 -0.53870 -0.04762
H -1.99706 -3.96685 1.06146
H -2.46665 -2.87417 3.10066
H -0.70984 -3.13198 3.24262
H -1.21346 -0.75375 3.64281
H -2.07629 -0.64555 2.08490
H 1.33727 0.63181 1.51844
H -0.32811 1.16791 1.79439
H -0.19800 2.66478 3.62862
H 0.41782 3.15122 5.95218
H 1.13637 2.23764 8.13895
H 2.82989 2.21140 7.65520
H 2.05949 0.72814 8.21359
```

charge	0
relative energy (zero: lowest compared OMol25 entry of this formula, charge and spin)	0.185	eV
orbital gap	9.2	eV
SMILES	Cc1ccc(CN2CCNC(=O)[C@@H]2CC(=O)NCc2csc(C(C)C)n2)cc1
HOMO energy	-0.3176	Ha

natural (NBO) population analysis, charges in e, atoms 1 to 8: C -0.63; C -0.02; C -0.21; C -0.20; C -0.06; C -0.16; C -0.22; H 0.21